ORCA calculation (ωB97M-V with the def2-TZVPD basis set) on a cluster of 4 separate species, C24H52BrF3N3O7P in total at a distorted geometry.

```
91
Properties=species:S:1:pos:R:3:forces:R:3
O 9.71663 2.48311 3.38409 -1.45 -2.97 -3.63
C 9.27064 1.74452 2.48165 0.43 1.66 3.29
O 8.30684 0.73494 2.79217 0.55 1.93 -1.23
C 7.08037 1.03959 2.02714 0.08 -0.83 -0.34
C 6.15320 -0.26670 2.16141 0.11 0.58 0.11
C 4.58332 0.03811 1.84041 2.24 -0.37 -0.13
Br 4.55971 0.42296 -0.14171 -0.35 -0.20 1.13
O 4.24640 1.18380 2.63721 -2.25 -1.18 -0.91
C 2.88087 1.25254 3.03129 -0.12 -0.95 5.76
O 2.62121 0.94170 4.22711 0.83 1.52 -5.28
P 1.40210 1.76446 1.96923 -3.71 -0.40 -4.41
O 1.47385 1.34183 0.50018 0.60 0.87 3.56
O 0.04269 0.94098 2.63441 2.35 1.26 -0.97
O 1.01994 3.42273 2.06784 0.04 -3.24 0.75
C 3.75647 -1.29986 2.11419 -0.16 -2.94 -0.90
F 2.47936 -1.34738 1.45998 3.00 0.40 2.39
F 4.49019 -2.37151 1.48757 -1.69 2.52 1.46
F 3.67602 -1.68250 3.48088 -0.22 1.39 -3.50
H 9.56836 1.85063 1.38302 -0.50 -0.34 1.27
H 6.64016 1.99129 2.47119 0.34 -1.30 -0.83
H 7.40982 1.13380 0.93138 -0.85 0.27 1.47
H 6.20857 -0.60925 3.24884 -0.02 0.28 -1.49
H 6.59569 -1.03465 1.42113 -1.10 1.07 1.46
H -0.26894 0.30247 1.93873 0.64 0.81 0.68
H 0.03366 3.44275 1.93696 1.06 0.10 0.20
C -0.05444 0.80947 -2.88058 0.08 -0.08 0.12
C 0.14472 -0.08033 -4.10227 0.02 0.13 0.11
N 1.54118 -0.23722 -4.49123 0.21 0.03 -0.33
C 1.70944 -0.85683 -5.80474 -0.09 0.20 -0.05
C 1.23624 -2.30023 -5.97432 0.08 -0.22 -0.17
C 2.44345 -0.72250 -3.45178 -0.02 0.27 0.26
C 2.12765 -2.07215 -2.80994 0.18 -0.26 0.18
H 0.39830 1.79359 -3.02923 0.04 -0.11 0.02
H -1.12288 0.95654 -2.69760 0.04 -0.04 -0.06
H 0.36906 0.36356 -1.97692 0.01 0.12 -0.03
H -0.40063 0.38723 -4.93069 0.22 -0.17 -0.11
H -0.33895 -1.04827 -3.91579 -0.13 -0.06 0.02
H 2.76271 -0.79465 -6.10042 -0.02 0.03 0.21
H 1.17860 -0.23891 -6.53793 -0.07 0.05 0.16
H 1.92354 -3.00764 -5.50914 -0.11 0.00 0.04
H 1.19891 -2.55010 -7.03934 -0.01 0.03 0.07
H 0.23601 -2.46233 -5.56811 0.05 0.02 0.01
H 2.48378 0.03013 -2.65642 -0.15 -0.01 -0.07
H 3.46717 -0.75040 -3.84290 -0.18 0.02 -0.22
H 1.06818 -2.18696 -2.56906 0.04 0.04 -0.04
H 2.68548 -2.17220 -1.87205 -0.06 0.04 -0.07
H 2.43137 -2.90427 -3.44653 -0.14 0.00 0.03
C -0.29737 -2.58338 3.69457 0.01 0.06 -0.12
C -1.47355 -3.55201 3.70405 0.09 0.11 -0.06
N -2.58484 -3.13917 2.85339 -0.34 0.09 -0.01
C -3.80153 -3.91900 3.07600 -0.01 0.11 0.18
C -3.76188 -5.40844 2.73560 -0.19 -0.19 -0.08
C -2.26136 -2.87662 1.45389 0.16 0.18 0.09
C -1.63525 -4.01039 0.64419 0.07 -0.08 -0.34
H -0.61397 -1.57363 3.97050 -0.01 -0.07 -0.05
H 0.45623 -2.90720 4.41738 -0.07 0.00 -0.06
H 0.19012 -2.54174 2.71665 0.00 0.01 0.05
H -1.82811 -3.61200 4.73967 -0.21 -0.06 -0.19
H -1.10739 -4.55260 3.43964 0.08 -0.09 0.05
H -4.63161 -3.45539 2.53132 0.19 0.07 -0.08
H -4.07430 -3.82110 4.13287 0.18 0.06 -0.01
H -3.80347 -5.57776 1.65912 0.09 -0.04 0.06
H -4.63614 -5.90557 3.16739 0.07 0.04 -0.01
H -2.87600 -5.90498 3.13603 -0.02 0.05 -0.03
H -1.58201 -2.01735 1.41528 0.03 -0.07 0.13
H -3.16055 -2.52751 0.93349 -0.06 -0.11 0.25
H -0.84855 -4.53483 1.19144 -0.06 0.05 0.01
H -1.18045 -3.60405 -0.26606 -0.03 -0.03 0.09
H -2.38106 -4.73914 0.32450 0.10 -0.03 0.08
C -5.82487 5.00944 0.77669 -0.05 -0.11 0.01
C -4.72101 5.06506 -0.27281 -0.08 -0.06 0.11
N -3.75935 3.97206 -0.17758 0.39 -0.07 0.07
C -2.56764 4.17986 -0.99907 0.04 0.16 0.14
C -2.74901 4.22495 -2.51598 0.19 -0.06 -0.22
C -4.31336 2.62118 -0.21583 -0.21 0.03 0.28
C -5.13600 2.22506 -1.44046 -0.09 -0.29 -0.18
H -5.40869 4.97562 1.78720 0.00 -0.06 -0.10
H -6.45229 5.90172 0.70230 0.07 -0.06 -0.03
H -6.47732 4.14347 0.63873 0.04 0.05 0.05
H -4.18980 6.01278 -0.12578 0.17 -0.20 -0.14
H -5.18341 5.11571 -1.26713 -0.07 0.08 -0.07
H -1.82415 3.41175 -0.75655 -0.18 -0.09 0.04
H -2.10452 5.12283 -0.68632 -0.17 0.02 0.06
H -2.91024 3.22993 -2.93220 -0.07 0.07 -0.02
H -1.83973 4.61846 -2.98098 -0.06 -0.03 0.04
H -3.57419 4.87181 -2.81992 0.01 -0.05 0.05
H -4.93951 2.48329 0.67233 0.02 0.15 -0.05
H -3.50394 1.89360 -0.08537 0.11 0.25 -0.07
H -5.83966 3.00308 -1.74543 0.06 -0.01 0.04
H -5.72328 1.32840 -1.21393 0.05 0.10 -0.01
H -4.50094 1.97791 -2.29215 -0.09 0.10 -0.02
```
Positions in Å, forces in eV/Å.

As for the SMILES: O=COCC[C@](Br)(OC(=O)P(=O)(O)O)C(F)(F)F.CCN(CC)CC.CCN(CC)CC.CCN(CC)CC. As for the HOMO-LUMO gap: 6.8 eV. The value obtained for the HOMO energy is -0.29603 hartree.

---

ORCA calculation (ωB97M-V with the def2-TZVPD basis set) on an isolated molecule of C5H3N3 at a distorted geometry.

```
11
Properties=species:S:1:pos:R:3:forces:R:3
C 0.02900 0.78419 -1.14532 -3.00 -0.50 0.52
C 0.68269 0.30546 0.06463 3.48 0.65 0.03
C -0.10484 -0.34948 0.88783 -1.03 -2.37 0.00
C -1.36877 -0.44953 0.04010 -1.56 1.55 0.48
C 0.26214 -1.22757 2.03379 2.25 -2.01 1.89
H 1.30393 1.66240 -2.06515 3.28 0.94 0.00
H 1.75058 0.38126 0.10810 0.43 0.22 0.58
H -2.32698 -0.90550 0.38948 1.03 0.19 -0.41
N 0.37020 1.46818 -2.14359 -2.51 -0.97 0.21
N -1.34516 0.30915 -1.00479 0.15 -1.19 0.22
N 0.74720 -1.97855 2.83492 -2.52 3.49 -3.51
```
Positions in Å, forces in eV/Å.

The relative energy (zero: lowest compared OMol25 entry of this formula, charge and spin) is 155.74 kJ/mol. As for the SMILES: [H]/N=C1\C=C(C#N)C=N1. As for the HOMO-LUMO gap: 9.0 eV. The value obtained for the HOMO energy is -0.39494 hartree.